Entry 1:
C35H23ClN8O6SV | wB97M-V/def2-TZVPD

Summary:
* LUMO energy (spin up / spin down): -3.9 / -4.2 eV
* total charge: +1
* HOMO level (spin up / spin down): -10.710 / -10.858 eV
* HOMO-LUMO gap (spin up / spin down): 6.78 / 6.69 eV
* multiplicity: 3

```
75
Properties=species:S:1:pos:R:3:forces:R:3
V 0.2460 -0.4913 0.1471 0.077 -3.256 -0.332
O -3.1133 -2.0692 -1.1213 0.154 0.047 -0.163
C -2.1106 -1.3982 -1.0198 -0.553 -0.252 -0.452
N -1.6069 -0.8179 0.1041 -2.119 -0.221 -0.146
C -2.3960 -0.7410 1.2253 -0.491 -0.067 0.495
O -3.5996 -0.6783 1.2629 0.263 0.004 0.135
C -1.5340 -0.7332 2.4500 -0.485 -0.071 0.738
C -2.0918 -0.7793 3.7236 0.192 0.069 -0.260
C -1.2323 -0.7855 4.8092 0.165 0.007 -0.188
C 0.1356 -0.7199 4.5770 -0.070 0.044 -0.079
C 0.6028 -0.6721 3.2708 0.240 0.043 0.455
N -0.2176 -0.7048 2.2284 -0.312 -0.325 0.256
C -1.1883 -1.1504 -2.1665 -0.448 -0.277 -0.821
C -1.5270 -1.5240 -3.4590 0.108 0.105 0.351
C -0.7011 -1.1226 -4.4947 0.118 0.047 0.250
C 0.3990 -0.3351 -4.1858 -0.102 -0.044 0.048
C 0.6861 -0.0522 -2.8586 0.356 0.122 -0.471
N -0.0707 -0.4882 -1.8576 -0.293 0.090 -1.102
H -3.1671 -0.8028 3.8349 0.013 0.008 -0.089
H -1.6146 -0.8275 5.8174 -0.036 0.010 0.078
H 0.8290 -0.6860 5.4024 0.109 -0.022 0.006
H 1.6636 -0.5774 3.0618 -0.070 -0.040 -0.029
H -2.4255 -2.1027 -3.6063 -0.088 -0.001 -0.018
H -0.9085 -1.4088 -5.5135 -0.062 0.043 -0.116
H 1.0323 0.0485 -4.9688 0.138 0.056 -0.010
H 1.5531 0.5395 -2.5954 -0.008 -0.069 -0.045
N 4.1428 -2.0345 -0.2892 -0.728 -0.476 -0.118
C 5.1313 -1.0441 -0.1658 0.506 0.627 0.068
C 6.4310 -1.4089 0.1484 -0.234 0.077 -0.074
C 7.4289 -0.4468 0.2062 -0.072 -0.022 -0.005
C 7.1254 0.8818 -0.0224 -0.032 0.015 -0.010
C 5.8121 1.2628 -0.2660 -0.076 -0.174 0.031
C 4.8223 0.3017 -0.3435 -0.435 -0.303 0.085
S 3.1249 0.7941 -0.6095 0.896 0.329 -0.260
N 2.2644 -0.6111 -0.2448 1.155 -1.183 -0.075
C 2.8054 -1.7902 -0.2208 0.778 0.916 -0.019
C 1.8637 -2.8938 -0.0779 -0.458 -1.155 0.001
C 2.2345 -4.2400 -0.1556 -0.007 0.672 -0.006
C 1.2807 -5.2184 0.0423 -0.460 0.212 0.084
C -0.0197 -4.8193 0.3327 0.487 -0.148 -0.199
C -0.3171 -3.4695 0.3558 -0.257 -0.162 0.192
N 0.5814 -2.5077 0.1278 1.033 -1.639 0.164
H 4.4661 -2.9815 -0.1601 -0.140 0.134 -0.029
H 6.6561 -2.4453 0.3519 0.081 -0.151 -0.040
H 8.4377 -0.7455 0.4373 0.137 -0.021 0.010
H 7.9010 1.6295 0.0012 0.080 0.089 0.041
H 5.5573 2.3015 -0.3975 -0.021 0.190 -0.010
H 3.2485 -4.5242 -0.3949 0.038 0.002 0.047
H 1.5475 -6.2609 -0.0244 -0.008 -0.113 0.014
H -0.7986 -5.5418 0.5112 -0.101 -0.033 0.047
H -1.3278 -3.1639 0.5886 0.031 0.093 -0.121
O 1.6788 5.2640 1.7174 0.300 -0.057 0.272
C 0.7966 5.6499 0.8082 -0.345 -0.050 -0.325
O 0.6027 6.8066 0.5466 0.125 -0.040 0.143
C 0.0419 4.5724 0.0999 -0.219 -0.126 -0.187
C -0.9735 4.7685 -0.8392 0.483 -0.008 0.474
Cl -1.6728 6.2241 -1.3270 -0.109 0.066 -0.069
N -1.3794 3.5438 -1.2737 0.598 0.639 0.451
N -0.6971 2.5828 -0.6687 0.345 -0.300 0.230
C 0.1540 3.1633 0.1669 -0.601 0.470 -0.497
C 0.9604 2.2327 0.9777 0.702 1.399 0.749
O 1.8073 2.5612 1.8061 -0.637 -0.139 -0.508
O 0.6439 1.0274 0.7007 1.312 4.437 1.705
C -2.3873 3.1346 -2.1698 -0.705 -0.378 -0.586
C -2.7987 3.8953 -3.2540 0.153 0.056 0.091
C -3.7665 3.3879 -4.1062 -0.091 -0.066 0.017
C -4.3228 2.1382 -3.8859 -0.008 0.043 -0.094
C -3.9054 1.3809 -2.8023 0.087 0.018 -0.045
C -2.9385 1.8745 -1.9507 0.003 0.113 0.170
H 1.7738 4.2855 1.8273 -0.156 0.164 -0.155
H -2.3750 4.8671 -3.4394 0.062 0.051 -0.055
H -4.0895 3.9796 -4.9497 -0.006 0.049 -0.047
H -5.0796 1.7632 -4.5578 -0.072 -0.050 -0.039
H -4.3208 0.4049 -2.6045 -0.136 -0.103 -0.009
H -2.6078 1.3070 -1.0940 -0.075 -0.015 0.009
```
Forces are in eV/Å.


Entry 2:
C30H34BrClN2O7P2Pt | wB97M-V/def2-TZVPD

Summary:
* LUMO energy (spin up / spin down): -4.7 / -7.8 eV
* total charge: +2
* HOMO level (spin up / spin down): -13.045 / -14.406 eV
* HOMO-LUMO gap (spin up / spin down): 8.33 / 6.57 eV
* multiplicity: 5

```
78
Properties=species:S:1:pos:R:3:forces:R:3
Pt 1.3585 -0.3579 0.0168 0.054 0.269 -0.022
C -0.2197 -2.7496 -2.1392 -0.009 -0.044 -0.249
P 1.1248 -1.5311 -2.1160 -0.349 0.083 0.042
C 2.6339 -2.5270 -2.2292 0.031 0.011 0.016
C 1.1219 -0.4738 -3.6023 -0.013 -0.093 0.044
C 2.2587 -0.5029 -4.4106 0.003 0.032 -0.061
C 2.3320 0.2478 -5.5762 -0.033 -0.020 0.047
C 1.2638 1.0394 -5.9577 0.026 -0.013 -0.023
C 0.1365 1.0940 -5.1536 0.031 0.050 -0.030
C 0.0567 0.3641 -3.9740 0.039 -0.024 -0.175
P -1.3760 0.5985 -2.9133 0.032 0.116 0.055
C -2.8218 -0.0912 -3.7373 -0.041 -0.019 0.008
C -1.6452 2.3735 -2.8000 -0.077 -0.061 -0.010
H 0.1943 -3.7353 -2.3535 0.020 0.005 0.022
H -0.9357 -2.4989 -2.9190 -0.007 0.019 0.024
H -0.7267 -2.7563 -1.1796 -0.003 0.029 0.043
H 3.5181 -1.8991 -2.1317 0.012 -0.010 0.022
H 2.6179 -3.2357 -1.4019 0.000 0.000 -0.006
H 2.6636 -3.0780 -3.1700 -0.004 -0.016 0.001
H 3.1083 -1.1113 -4.1463 0.030 -0.031 0.002
H 3.2236 0.2042 -6.1857 0.025 -0.001 0.005
H 1.3081 1.6203 -6.8681 0.009 0.009 -0.016
H -0.6828 1.7371 -5.4523 -0.034 -0.006 0.029
H -2.6760 -0.1502 -4.8151 0.011 0.055 -0.026
H -3.6994 0.5223 -3.5358 -0.016 -0.008 0.039
H -3.0023 -1.0935 -3.3497 0.026 -0.015 -0.020
H -2.1087 2.7673 -3.7043 0.019 -0.013 -0.034
H -0.7095 2.8925 -2.6141 0.098 0.009 0.055
H -2.3166 2.5604 -1.9602 -0.029 -0.043 -0.016
O -2.1332 3.0626 3.8345 0.023 -0.033 -0.041
C -1.4780 2.2294 3.0309 -0.036 0.079 0.099
C -2.0896 1.4589 2.0436 0.071 -0.101 -0.071
C -1.3092 0.6352 1.2657 -0.023 -0.123 0.097
N 0.0172 0.5334 1.4369 0.108 0.366 0.066
C 0.5885 1.2761 2.3989 -0.019 -0.217 -0.103
Br 2.4436 1.0392 2.5932 0.051 0.119 0.035
C -0.0971 2.1302 3.2166 0.017 -0.045 -0.023
H -3.0805 3.0694 3.6479 -0.023 0.019 0.014
H -3.1581 1.4979 1.8832 -0.011 -0.008 -0.019
H -1.7237 0.0298 0.4769 -0.040 -0.006 -0.097
H 0.3999 2.7072 3.9812 0.008 0.007 0.008
C 8.4909 -1.0208 3.5410 0.054 0.029 -0.003
C 7.2850 -1.7892 3.9912 -0.054 -0.035 0.032
C 7.2049 -2.2388 5.3132 -0.010 -0.002 -0.012
C 6.0980 -2.9474 5.7964 -0.045 -0.008 -0.068
C 5.0695 -3.2532 4.9520 0.114 0.008 0.048
C 5.1417 -2.8452 3.5915 -0.032 0.035 0.001
N 4.1458 -3.1338 2.7281 -0.037 0.016 -0.132
C 3.1243 -4.0850 2.8347 -0.056 0.063 -0.012
C 3.3269 -5.2845 3.5131 -0.100 -0.066 -0.016
C 2.2959 -6.2059 3.6110 0.031 0.034 0.005
C 1.0621 -5.9442 3.0353 0.037 -0.004 0.011
C 0.8685 -4.7675 2.3260 0.015 -0.006 -0.001
C 1.8895 -3.8375 2.1949 0.012 -0.078 0.050
C 1.6220 -2.6315 1.3669 -0.046 0.194 -0.176
O 0.4576 -2.2793 1.0874 0.226 -0.257 0.077
O 2.6145 -1.9482 0.9016 -0.098 -0.084 0.215
C 6.2451 -2.0651 3.1131 0.013 0.007 0.081
C 6.3412 -1.5921 1.6948 0.001 -0.005 -0.075
H 9.2295 -0.9594 4.3359 0.013 0.007 0.011
H 8.2252 -0.0029 3.2515 -0.003 0.015 -0.009
H 8.9637 -1.4910 2.6782 -0.001 -0.008 -0.022
H 8.0191 -2.0102 5.9881 0.016 0.000 0.017
H 6.0531 -3.2292 6.8384 -0.013 -0.010 0.017
H 4.1828 -3.7460 5.3179 -0.037 -0.015 0.000
H 4.0521 -2.5480 1.8968 0.029 -0.033 0.038
H 4.2974 -5.5200 3.9238 0.033 0.027 0.008
H 2.4673 -7.1372 4.1323 -0.002 -0.020 0.002
H 0.2601 -6.6630 3.1183 -0.022 -0.015 0.005
H -0.0830 -4.5611 1.8564 0.004 0.028 -0.008
H 5.4224 -1.6689 1.1184 -0.028 0.022 -0.004
H 7.1037 -2.1636 1.1592 0.006 0.007 0.001
H 6.6511 -0.5478 1.6666 0.009 -0.001 0.002
O 2.9236 0.7232 -0.9700 -0.219 0.153 0.036
Cl 2.2052 2.0133 -1.5943 -0.084 -0.248 -0.053
O 1.1739 2.2996 -0.5727 0.271 -0.066 -0.308
O 3.2279 3.0084 -1.6700 0.041 0.084 0.264
O -1.0665 -0.0580 -1.5993 -0.015 -0.095 0.250
```
Forces are in eV/Å.


Entry 3:
C15H13N4O5 | wB97M-V/def2-TZVPD

Summary:
* LUMO energy: 2.0 eV
* total charge: -1
* HOMO level: -4.264 eV
* HOMO-LUMO gap: 6.27 eV
* multiplicity: 1

```
37
Properties=species:S:1:pos:R:3:forces:R:3
C -0.5577 -4.2559 1.3336 -0.550 -0.264 -0.180
C 0.3824 -3.3244 0.6018 1.078 0.381 -0.267
C 1.1635 -2.4635 1.4654 -0.312 0.883 -0.347
C 1.8525 -1.3254 0.8947 -0.229 -0.504 0.243
C 1.8625 -0.0683 1.7433 0.163 0.689 -0.108
C 0.8973 0.2068 2.7232 0.259 -0.092 -0.064
C 0.9801 1.3574 3.5073 0.396 0.168 -0.351
C 2.0045 2.2835 3.2716 0.098 -0.322 -0.114
C 2.9311 2.0588 2.2411 -0.287 -0.018 0.136
C 2.8395 0.9018 1.4710 0.052 -0.035 0.044
O 2.4340 -1.3313 -0.1937 -0.120 0.196 0.397
O 0.4593 -3.3210 -0.6313 -0.389 -0.362 0.630
H -1.1505 -3.7037 2.0722 0.172 -0.183 -0.006
H -1.2374 -4.7174 0.6125 0.093 0.002 0.075
H 0.0012 -5.0553 1.8375 -0.039 0.164 0.029
H 0.9173 -2.4479 2.5306 -0.228 0.233 -0.402
H 0.0647 -0.4828 2.8483 0.238 0.083 0.106
H 0.2523 1.5293 4.2971 0.090 0.030 -0.163
H 2.0885 3.1738 3.8911 -0.039 -0.124 -0.099
H 3.7265 2.7842 2.0372 -0.356 -0.238 0.111
H 3.5159 0.7371 0.6244 -0.208 -0.095 0.447
C 4.3816 -4.1032 -1.6027 0.292 0.299 -0.055
O 5.3070 -3.4662 -0.6881 -0.309 -0.356 0.109
C 4.8950 -3.3725 0.5734 0.737 0.818 0.984
N 5.7861 -2.8214 1.4176 0.273 -0.531 -1.896
C 5.3480 -2.6467 2.6435 0.017 0.899 3.005
N 6.0136 -2.0811 3.7281 -1.539 -1.188 -2.599
O 5.0964 -2.0273 4.7354 -1.929 -0.840 -0.534
N 3.7791 -2.6001 4.2723 1.620 -0.116 -0.971
O 2.8308 -2.5833 5.0323 0.437 -0.064 -0.280
C 4.0082 -3.0333 2.9988 0.829 2.091 2.627
C 3.1605 -3.6477 2.0681 -0.316 -0.698 -1.086
N 3.6701 -3.8460 0.8470 -0.712 -0.543 1.022
H 4.9163 -4.0646 -2.5553 -0.213 -0.067 0.096
H 4.1993 -5.1402 -1.2997 -0.006 0.252 -0.075
H 3.4409 -3.5439 -1.6429 0.159 -0.160 0.045
H 2.2353 -4.0983 2.4391 0.781 -0.388 -0.509
```
Forces are in eV/Å.


Calculated total energy? In order: -109917.924 -153344.337 -31959.853 eV.